[1]
{"formula": "C16H39N4O6", "method": "ωB97M-V/def2-TZVPD", "symbols": ["C", "C", "O", "N", "N", "C", "C", "O", "H", "H", "H", "H", "H", "H", "H", "H", "H", "C", "O", "C", "C", "N", "C", "C", "O", "C", "H", "H", "H", "H", "H", "H", "H", "H", "H", "H", "H", "H", "H", "H", "H", "C", "O", "C", "C", "N", "C", "C", "O", "C", "H", "H", "H", "H", "H", "H", "H", "H", "H", "H", "H", "H", "H", "H", "H"], "coordinates": [[-2.306, 3.752, -1.875], [-2.036, 2.834, -3.035], [-2.174, 3.162, -4.130], [-1.607, 1.478, -2.634], [-2.703, 0.643, -2.258], [-0.640, 0.794, -3.512], [0.328, -0.094, -2.787], [-0.637, 0.902, -4.659], [-3.319, 4.113, -1.903], [-2.194, 3.203, -0.953], [-1.575, 4.539, -1.892], [-2.509, 0.238, -1.336], [-2.875, -0.126, -2.916], [-3.548, 1.210, -2.143], [0.107, -1.129, -2.976], [1.339, 0.160, -3.050], [0.233, 0.063, -1.720], [-0.055, 6.509, 4.529], [1.167, 5.869, 4.205], [1.375, 4.634, 4.882], [1.322, 3.474, 3.910], [-0.034, 3.262, 3.411], [-0.128, 2.319, 2.306], [0.562, 2.680, 0.991], [-0.016, 3.783, 0.312], [0.450, 5.063, 0.728], [-0.036, 7.500, 4.079], [-0.917, 5.964, 4.128], [-0.170, 6.619, 5.610], [0.662, 4.501, 5.699], [2.377, 4.673, 5.316], [1.660, 2.566, 4.418], [2.028, 3.693, 3.099], [-0.416, 4.150, 3.113], [-1.194, 2.185, 2.093], [0.250, 1.349, 2.644], [0.441, 1.822, 0.319], [1.640, 2.826, 1.110], [1.489, 5.031, 1.058], [-0.178, 5.475, 1.519], [0.380, 5.735, -0.129], [-1.860, -6.278, -2.250], [-0.968, -6.864, -1.325], [0.254, -7.317, -1.903], [1.422, -6.478, -1.428], [1.369, -5.129, -1.984], [2.330, -4.198, -1.398], [2.180, -3.859, 0.083], [1.009, -3.116, 0.394], [-0.155, -3.897, 0.605], [-2.806, -6.114, -1.735], [-1.491, -5.311, -2.614], [-2.040, -6.939, -3.102], [0.196, -7.335, -2.994], [0.407, -8.344, -1.560], [2.354, -6.955, -1.742], [1.397, -6.470, -0.331], [0.438, -4.758, -1.852], [2.248, -3.263, -1.961], [3.338, -4.582, -1.575], [3.020, -3.214, 0.355], [2.254, -4.743, 0.724], [0.077, -4.873, 1.034], [-0.723, -4.027, -0.321], [-0.793, -3.356, 1.307]], "forces_ev_per_angstrom": [[-0.080, -1.357, 0.551], [-0.637, 0.319, 3.057], [-0.003, 0.504, -3.715], [0.319, 0.281, -0.227], [0.335, -0.033, 0.779], [0.759, -1.559, 2.746], [-0.586, 0.564, 1.241], [-0.402, 0.927, -3.642], [-0.314, 0.519, -0.373], [0.278, 0.090, 0.484], [0.161, 0.461, 0.022], [-0.015, -0.160, 0.007], [-0.212, 0.173, -0.191], [-0.132, -0.079, -0.215], [0.115, -0.525, -0.403], [0.359, -0.081, -0.412], [0.096, -0.043, 0.359], [0.133, 0.030, -0.088], [-0.266, -0.034, 0.036], [0.343, 0.009, -0.035], [-0.199, 0.074, -0.070], [0.151, -0.030, -0.142], [-0.165, 0.142, 0.110], [-0.038, -0.241, -0.067], [0.104, -0.014, 0.064], [-0.194, 0.063, -0.169], [0.050, -0.012, -0.012], [-0.058, -0.007, 0.110], [-0.054, -0.019, 0.009], [-0.097, -0.001, -0.065], [-0.019, -0.004, 0.032], [-0.010, -0.023, -0.020], [0.135, -0.025, 0.078], [-0.022, 0.037, 0.063], [0.007, -0.055, -0.036], [0.062, 0.005, -0.020], [0.010, 0.015, -0.020], [-0.008, 0.101, 0.068], [-0.007, -0.032, 0.070], [0.118, 0.014, 0.101], [0.025, -0.046, -0.028], [0.007, -0.050, 0.175], [-0.034, 0.175, -0.209], [0.116, -0.233, 0.243], [-0.141, 0.197, -0.057], [0.079, -0.028, 0.105], [-0.251, 0.018, -0.131], [0.327, 0.152, -0.041], [-0.094, -0.155, -0.065], [-0.047, 0.319, 0.044], [0.019, -0.032, 0.035], [-0.005, -0.031, -0.128], [0.002, 0.047, -0.054], [-0.023, 0.114, -0.015], [-0.012, -0.007, -0.032], [0.022, 0.021, 0.008], [0.054, -0.152, 0.026], [-0.038, -0.034, 0.001], [0.084, 0.032, 0.033], [0.007, -0.030, 0.057], [-0.027, 0.021, 0.019], [-0.130, -0.050, -0.033], [-0.004, -0.052, -0.071], [-0.005, -0.187, 0.013], [0.051, -0.002, 0.041]], "homo_ev": -10.8, "e_lumo_ev": -4.1, "charge": 1}



[2]
{"formula": "C16H40ClN2O2", "method": "ωB97M-V/def2-TZVPD", "symbols": ["Cl", "C", "C", "N", "C", "C", "C", "C", "C", "O", "C", "H", "H", "H", "H", "H", "H", "H", "H", "H", "H", "H", "H", "H", "H", "H", "H", "H", "H", "H", "H", "C", "C", "N", "C", "C", "C", "C", "C", "O", "C", "H", "H", "H", "H", "H", "H", "H", "H", "H", "H", "H", "H", "H", "H", "H", "H", "H", "H", "H", "H"], "coordinates": [[0.745, -0.554, 2.231], [-3.527, -1.883, 2.717], [-3.756, -2.349, 1.294], [-2.568, -2.248, 0.387], [-2.119, -0.840, 0.270], [-1.412, -3.057, 0.941], [-0.239, -3.290, 0.025], [-2.979, -2.685, -1.021], [-3.531, -4.097, -1.150], [-2.538, -5.087, -1.165], [-1.967, -5.316, -2.427], [-3.010, -0.935, 2.839], [-2.941, -2.624, 3.262], [-4.481, -1.818, 3.238], [-4.586, -1.808, 0.836], [-4.057, -3.391, 1.350], [-1.811, -0.540, 1.268], [-2.880, -0.126, -0.041], [-1.252, -0.830, -0.380], [-1.844, -4.019, 1.234], [-1.144, -2.582, 1.881], [0.046, -2.416, -0.559], [-0.351, -4.164, -0.605], [0.608, -3.474, 0.688], [-2.068, -2.569, -1.604], [-3.716, -1.940, -1.315], [-4.091, -4.175, -2.090], [-4.240, -4.292, -0.348], [-2.698, -5.641, -3.181], [-1.282, -6.155, -2.318], [-1.446, -4.443, -2.834], [1.568, 3.050, -2.496], [2.257, 3.364, -1.180], [1.979, 2.428, -0.063], [0.607, 2.603, 0.494], [2.071, 0.966, -0.522], [3.383, 0.567, -1.139], [2.962, 2.555, 1.068], [3.125, 3.900, 1.748], [3.569, 4.868, 0.833], [3.121, 6.192, 1.066], [1.871, 3.817, -3.206], [0.478, 3.048, -2.439], [1.859, 2.090, -2.920], [1.962, 4.370, -0.885], [3.322, 3.496, -1.357], [-0.099, 2.308, -0.283], [0.473, 3.636, 0.793], [0.526, 1.847, 1.264], [1.234, 0.832, -1.201], [1.885, 0.386, 0.388], [3.336, -0.508, -1.329], [4.231, 0.661, -0.464], [3.620, 1.061, -2.079], [3.930, 2.408, 0.585], [2.806, 1.752, 1.786], [3.823, 3.798, 2.586], [2.190, 4.231, 2.231], [3.740, 6.852, 0.463], [3.225, 6.494, 2.110], [2.081, 6.280, 0.728]], "forces_ev_per_angstrom": [[-0.138, 0.131, -0.168], [0.369, -0.265, 0.478], [-0.384, 0.111, 0.489], [-0.439, -0.153, -0.856], [0.342, 0.396, 0.870], [-0.676, -0.805, 0.593], [0.539, 0.238, 0.337], [0.266, 0.070, 0.537], [-0.005, 0.070, -0.513], [-0.129, -0.085, 0.610], [0.054, -0.408, -0.614], [-0.113, 0.120, -0.175], [0.021, 0.042, 0.023], [-0.085, 0.040, -0.146], [0.195, 0.144, -0.190], [0.118, -0.063, -0.164], [0.446, 0.105, -0.154], [-0.325, -0.498, -0.370], [-0.010, 0.219, -0.021], [-0.046, -0.009, -0.246], [0.350, 0.374, -0.253], [-0.016, -0.021, -0.009], [-0.212, 0.050, -0.145], [0.032, 0.050, -0.070], [-0.143, 0.024, -0.238], [-0.015, -0.085, -0.199], [-0.126, 0.322, 0.059], [0.066, -0.303, 0.001], [-0.208, 0.183, 0.229], [0.196, 0.196, 0.095], [0.096, -0.016, 0.143], [-0.133, -0.381, -0.077], [-0.084, 1.072, -0.786], [0.141, -0.624, 0.396], [0.047, -0.440, -0.757], [-0.003, 0.279, 0.378], [0.359, -0.365, -0.137], [1.613, 0.568, -0.389], [-1.284, 0.478, 0.537], [0.464, -0.091, -0.180], [-0.007, -0.150, -0.160], [-0.087, 0.043, -0.005], [0.011, 0.152, 0.099], [0.109, 0.043, 0.002], [-0.213, -0.148, 0.329], [0.152, -0.595, 0.297], [-0.054, 0.356, -0.022], [-0.113, -0.055, 0.189], [-0.223, 0.103, 0.636], [0.013, -0.089, -0.060], [-0.194, -0.063, -0.121], [-0.157, 0.051, -0.136], [-0.039, 0.191, 0.056], [-0.021, 0.065, 0.005], [0.000, -0.281, 0.114], [-0.350, -0.018, -0.034], [0.166, -0.259, -0.159], [0.005, -0.082, -0.198], [0.009, -0.033, -0.043], [-0.103, -0.078, 0.053], [-0.045, 0.177, 0.238]], "homo_ev": -10.6, "e_lumo_ev": -2.1, "e_above_lowest_kj_mol": 0.00, "charge": 1}



[3]
{"formula": "C16H40N5OPtSi2", "method": "ωB97M-V/def2-TZVPD", "symbols": ["Pt", "N", "C", "C", "N", "C", "C", "N", "H", "H", "H", "H", "H", "H", "H", "H", "H", "H", "H", "H", "H", "N", "C", "N", "C", "C", "O", "C", "C", "H", "H", "H", "H", "H", "H", "H", "H", "C", "Si", "C", "C", "C", "Si", "C", "C", "C", "H", "H", "H", "H", "H", "H", "H", "H", "H", "H", "H", "H", "H", "H", "H", "H", "H", "H", "H"], "coordinates": [[-0.985, 0.875, 0.093], [-3.234, -0.024, -0.067], [-4.365, 0.882, -0.315], [-4.109, 2.157, 0.472], [-2.815, 2.636, 0.040], [-2.398, 3.906, 0.615], [-1.089, 4.301, -0.054], [-0.157, 3.170, 0.035], [-3.193, -0.786, -0.733], [-3.306, -0.421, 0.861], [-5.320, 0.442, -0.019], [-4.413, 1.104, -1.383], [-4.065, 1.922, 1.539], [-4.904, 2.896, 0.319], [-2.838, 2.734, -0.973], [-2.239, 3.772, 1.689], [-3.149, 4.693, 0.476], [-0.688, 5.204, 0.412], [-1.277, 4.518, -1.108], [0.291, 3.149, 0.943], [0.576, 3.244, -0.658], [1.429, 1.061, 0.564], [2.522, 0.742, 0.348], [3.771, 0.429, 0.142], [4.356, 0.311, -1.195], [5.730, 0.975, -1.181], [6.540, 0.430, -0.160], [5.980, 0.647, 1.120], [4.625, -0.042, 1.237], [3.705, 0.786, -1.927], [4.475, -0.747, -1.446], [5.621, 2.059, -1.042], [6.247, 0.784, -2.120], [5.869, 1.723, 1.309], [6.678, 0.226, 1.841], [4.154, 0.189, 2.190], [4.763, -1.124, 1.149], [-0.117, -3.721, 1.744], [-1.095, -2.112, 1.587], [-2.929, -2.614, 1.689], [-0.684, -0.910, 3.001], [-0.496, -1.174, 0.052], [-0.557, -1.724, -1.751], [0.280, -3.407, -1.947], [-2.266, -1.877, -2.560], [0.445, -0.395, -2.677], [-0.296, -4.194, 2.711], [0.959, -3.562, 1.647], [-0.418, -4.431, 0.971], [-3.011, -3.540, 2.260], [-3.365, -2.815, 0.708], [-3.549, -1.879, 2.207], [-1.279, -1.075, 3.900], [-0.839, 0.121, 2.671], [0.367, -1.002, 3.284], [0.580, -1.097, 0.261], [-0.317, -4.191, -1.478], [1.271, -3.425, -1.489], [0.394, -3.665, -3.001], [-2.938, -2.507, -1.971], [-2.156, -2.360, -3.532], [-2.744, -0.912, -2.738], [1.514, -0.547, -2.510], [0.187, 0.599, -2.299], [0.271, -0.406, -3.754]], "forces_ev_per_angstrom": [[-0.459, -2.664, 0.095], [1.331, 0.665, 0.062], [-0.015, 0.191, 0.182], [0.014, -0.186, -0.109], [-0.156, 0.887, -0.055], [0.078, -0.018, -0.141], [-0.012, -0.032, 0.171], [-0.139, 0.702, -0.036], [0.002, -0.024, 0.047], [-0.023, -0.107, -0.025], [0.089, -0.120, -0.034], [0.038, -0.033, 0.012], [-0.002, 0.064, 0.031], [-0.090, -0.113, -0.007], [0.002, 0.075, 0.011], [-0.069, -0.027, 0.010], [0.065, 0.047, 0.057], [-0.047, 0.045, -0.079], [0.055, -0.004, 0.002], [0.106, 0.043, -0.030], [0.064, -0.030, 0.036], [-0.794, -0.068, -0.361], [-0.151, 0.080, 0.016], [0.053, -0.048, 0.147], [0.237, 0.075, -0.222], [-0.084, -0.029, 0.001], [-0.042, -0.011, 0.004], [-0.102, -0.038, 0.007], [0.287, -0.009, 0.117], [-0.034, -0.018, 0.029], [-0.096, 0.014, 0.018], [0.007, -0.024, -0.002], [-0.044, 0.037, -0.022], [0.015, -0.025, -0.002], [-0.026, 0.027, 0.031], [-0.027, -0.013, -0.016], [-0.079, 0.013, 0.010], [-0.106, 0.277, -0.084], [0.320, 0.158, 0.230], [0.248, 0.150, -0.192], [-0.115, -0.330, -0.066], [-0.537, 0.677, 0.000], [0.444, 0.111, -0.170], [-0.171, 0.276, 0.095], [0.191, 0.101, 0.309], [-0.201, -0.295, 0.033], [-0.038, 0.025, 0.039], [0.018, 0.032, -0.012], [0.000, -0.023, -0.012], [0.067, -0.001, 0.052], [-0.054, -0.024, -0.006], [-0.049, 0.013, 0.006], [-0.010, -0.054, 0.023], [-0.049, -0.023, 0.047], [0.042, 0.005, -0.025], [0.031, -0.327, -0.062], [0.007, -0.038, -0.006], [0.013, 0.016, 0.029], [-0.013, 0.019, -0.036], [-0.054, -0.038, -0.031], [0.042, -0.011, -0.012], [-0.011, 0.029, -0.028], [0.029, -0.014, 0.026], [-0.008, 0.001, -0.069], [0.012, -0.034, -0.035]], "homo_ev": [-10.7, -10.7], "e_lumo_ev": [-3.0, -3.0], "e_above_lowest_kj_mol": 185.93, "charge": 1}



Number 1: electronic energy -35458.090 eV. Number 2: electronic energy -36831.276 eV. Number 3: electronic energy -45735.544 eV.